[1]
Density functional theory data (ωB97M-V/def2-TZVPD) for a molecular structure, C25H56Br3FN6O7Si3.

Each line ends with the Löwdin charge.
Atoms and positions in Å:
Br 1.55 -2.95 4.24  0.78
Br -1.46 0.51 -4.84  0.68
Br 2.41 -3.76 1.14  0.71
Si 2.79 -3.74 -3.78  0.43
Si 0.61 -1.46 -0.08  0.28
Si -0.68 1.13 -0.27  0.55
F 1.85 -0.64 -0.66  -0.08
O -3.01 -1.18 3.68  0.02
O 0.73 5.43 1.20  0.02
O -0.68 -0.49 0.20  -0.22
O -2.18 -0.60 -2.41  0.03
O -1.12 3.99 -7.54  0.03
O -0.30 -3.28 9.16  0.03
O 1.23 -3.81 -3.22  -0.22
N 1.12 3.20 -0.41  -0.04
N -5.08 -0.97 4.52  0.01
N -0.51 1.93 -8.20  0.00
N 2.28 6.98 0.70  0.01
N -3.04 3.88 -0.89  0.00
N 0.17 -5.46 8.91  0.00
C 0.13 7.71 1.63  -0.01
C 0.03 -0.82 3.11  -0.13
C 4.00 -3.01 -2.53  -0.14
C 3.26 -5.52 -4.19  -0.15
C -3.91 -1.65 4.37  -0.53
C 0.70 3.87 -9.09  -0.01
C 0.26 0.95 -8.93  -0.08
C 1.47 -3.81 7.64  -0.04
C 1.06 6.61 1.17  -0.53
C 2.83 8.31 0.59  -0.07
C -0.56 1.20 -2.16  -0.23
C 0.71 2.11 0.51  -0.30
C 0.91 -1.97 2.74  -0.79
C 1.22 -2.30 1.48  -0.70
C -0.38 3.29 -8.21  -0.56
C 0.67 -2.58 -2.75  -0.29
C 0.11 -2.75 -1.33  -0.17
C -3.77 -2.97 5.07  0.00
C -3.24 2.42 -0.72  -0.32
C -2.31 1.84 0.35  -0.19
C 2.94 -2.70 -5.33  -0.17
C -6.24 -1.36 5.30  -0.07
C 0.87 -6.61 8.38  -0.08
C 0.38 -4.14 8.63  -0.55
C -1.47 0.25 -2.87  -0.83
H 3.92 -2.91 -5.76  0.03
H 2.85 6.20 0.40  0.14
H -5.10 -0.10 4.03  0.14
H 1.55 1.49 0.82  0.07
H 4.51 -2.16 -2.98  0.03
H -2.85 1.10 0.94  0.08
H -1.01 -1.10 3.03  0.06
H 3.75 8.39 1.18  0.08
H 1.43 -1.79 -2.82  0.09
H 0.16 -7.27 7.87  0.08
H 1.68 3.51 -8.78  0.08
H 3.48 -2.64 -1.65  -0.01
H 0.67 4.95 -8.99  0.08
H 0.45 -3.72 -0.97  0.05
H 4.13 -5.82 -3.63  0.02
H -4.26 2.27 -0.40  0.10
H 3.45 -5.57 -5.26  0.02
H 0.58 8.26 2.46  0.09
H 2.43 -6.18 -3.97  0.03
H 1.25 -4.27 6.68  0.02
H -6.44 -0.61 6.06  0.08
H 2.44 -4.17 8.00  0.09
H -7.11 -1.43 4.65  0.08
H 0.31 2.56 1.43  0.07
H -2.36 4.03 -1.63  0.05
H -0.57 -5.61 9.58  0.14
H -2.08 2.66 1.03  0.07
H -0.97 -2.79 -1.34  0.08
H 2.90 -1.63 -5.16  0.03
H 4.70 -3.75 -2.18  0.03
H -1.25 1.61 -7.60  0.08
H 3.08 8.52 -0.45  0.08
H 2.21 -2.99 -6.09  0.03
H 1.64 -6.31 7.68  0.07
H 1.52 -2.74 7.51  0.07
H -4.53 -3.68 4.73  0.09
H -3.90 4.25 -1.28  0.06
H 1.99 3.56 -0.04  0.04
H -0.14 -2.31 -3.42  0.10
H -0.80 7.25 1.97  0.08
H -0.09 8.40 0.82  0.09
H 1.34 -7.17 9.19  0.08
H -0.40 0.36 -9.58  0.08
H 0.19 -0.54 4.15  0.07
H 0.75 0.27 -8.23  0.08
H -6.08 -2.32 5.78  0.07
H 0.45 0.92 -2.44  0.09
H 0.47 3.95 -0.22  0.03
H 1.02 1.43 -9.54  0.07
H -3.14 1.92 -1.68  0.08
H 0.53 3.61 -10.14  0.08
H 2.13 9.06 0.94  0.07
H -2.79 -3.38 4.85  0.08
H -0.77 2.20 -2.52  0.08
H 0.21 0.06 2.51  0.06
H -3.86 -2.85 6.15  0.09

- LUMO energy: 0.616 eV
- Kohn-Sham gap: 0.34804 hartree
- E: -10532.091403 Ha
- Max |F|: 2.3 eV/A
- Charge: 0

***

[2]
Density functional theory data (ωB97M-V/def2-TZVPD) for 3 unconnected molecules or ions with the total composition C25H56N3O5S2.

Each line ends with the Löwdin charge.
Atoms and positions in Å:
S 3.71 2.46 -3.69  0.89
S 1.79 3.14 -1.49  0.67
O -4.79 7.84 -2.76  -0.18
O 4.90 -4.54 -0.11  -0.27
O -1.53 -2.80 3.95  -0.20
O -1.92 5.46 -0.09  -0.20
O -3.80 -6.68 5.10  -0.20
N -3.33 5.09 -2.65  -0.05
N 2.20 0.68 -2.49  -0.17
N -1.78 -5.80 3.13  -0.05
C 1.15 -0.17 -0.36  -0.20
C -0.12 0.04 0.48  -0.24
C 2.97 -1.76 -2.70  -0.19
C -4.14 8.06 -1.53  -0.11
C 5.85 2.65 -1.84  -0.30
C 0.96 0.28 -1.81  -0.21
C -2.52 -3.15 4.89  -0.11
C -4.92 -6.67 4.24  -0.13
C -2.77 4.68 0.72  -0.12
C 3.62 -2.73 -1.72  -0.26
C -1.51 -6.62 4.29  -0.22
C 4.94 3.43 -2.79  -0.51
C -1.38 4.76 -1.21  -0.23
C -2.71 -7.48 4.63  -0.22
C -0.18 -0.93 1.66  -0.10
C -1.90 5.34 -2.50  -0.21
C 3.72 -4.15 -2.25  -0.33
C 2.51 2.00 -2.45  -1.07
C -0.46 -3.73 3.81  -0.22
C -0.73 -4.84 2.80  -0.19
C -3.98 7.28 -3.79  -0.23
C 3.32 -0.30 -2.37  -0.17
C -3.96 5.75 -3.78  -0.21
C 5.26 2.31 -0.46  -0.11
C 4.03 -5.20 -1.15  -0.35
H -4.70 -6.20 3.28  0.08
H -1.61 3.70 -1.14  0.12
H -0.18 -4.12 4.80  0.11
H 0.77 -1.45 1.78  0.07
H -2.26 3.77 1.07  0.09
H 3.70 -0.24 -1.35  0.11
H 0.54 -0.54 -2.40  0.12
H -0.96 -1.69 1.54  0.06
H -0.39 -0.43 2.61  0.07
H 1.41 -1.23 -0.34  0.10
H -3.68 4.37 0.20  0.08
H -4.99 5.40 -3.84  0.12
H 4.34 -4.55 0.66  0.01
H 4.73 -5.91 -1.61  -0.01
H -2.45 -8.18 5.43  0.12
H -1.25 -6.04 5.19  0.11
H -3.34 -3.74 4.46  0.07
H 5.58 3.02 0.29  0.07
H -5.28 -7.69 4.04  0.09
H -0.29 4.87 -1.19  0.06
H -0.99 -4.37 1.85  0.12
H 0.20 -5.39 2.63  0.12
H 4.62 -2.36 -1.45  0.10
H -2.95 -2.22 5.27  0.09
H -1.37 4.88 -3.34  0.13
H 4.11 0.04 -3.03  0.08
H 1.99 0.38 0.08  0.11
H 3.04 -2.75 -0.79  0.09
H 5.54 3.82 -3.61  0.06
H -3.80 5.36 -1.80  0.08
H 0.39 -3.15 3.44  0.11
H -0.67 -7.28 4.08  0.13
H -3.45 5.42 -4.70  0.12
H 2.75 -4.39 -2.70  0.08
H -2.66 -5.31 3.26  0.07
H -3.02 -8.06 3.76  0.12
H -3.04 5.28 1.59  0.09
H 4.46 4.28 -2.31  0.06
H 6.74 3.27 -1.70  0.10
H -4.63 8.90 -1.04  0.08
H -4.20 7.20 -0.86  0.07
H -1.65 6.41 -2.51  0.11
H -3.08 8.30 -1.67  0.09
H 3.30 -1.99 -3.72  0.11
H -0.99 -0.08 -0.17  0.10
H -4.43 7.60 -4.73  0.12
H 5.58 1.32 -0.13  0.07
H 4.44 -4.14 -3.09  0.09
H 1.89 -1.90 -2.70  0.09
H -5.70 -6.11 4.75  0.09
H 6.20 1.75 -2.34  0.10
H -2.97 7.70 -3.74  0.11
H 0.26 1.11 -1.87  0.08
H -0.13 1.08 0.84  0.10
H 4.17 2.32 -0.47  0.02
H -2.10 -3.71 5.73  0.09

- LUMO energy: 2.191 eV
- Kohn-Sham gap: 0.13168 hartree
- E: -2322.802520 Ha
- Max |F|: 0.6 eV/A
- Charge: -1

***

[3]
Density functional theory data (ωB97M-V/def2-TZVPD) for a molecular structure, C25H57AlFIN7O4P2.

Each line ends with the Löwdin charge.
Atoms and positions in Å:
I -0.47 -1.27 6.61  0.25
P -1.51 3.68 4.69  0.79
P 0.69 -0.93 -6.99  0.78
Al 0.30 -2.49 4.39  -0.08
F 0.54 -4.88 6.63  -0.02
O -1.42 -5.98 5.99  0.03
O -2.41 2.50 4.27  -0.27
O 1.23 -1.71 -5.78  -0.28
O -2.74 -1.16 3.52  -0.12
N 1.90 -3.05 -0.01  -0.15
N -0.39 5.00 5.15  -0.31
N 0.25 -2.35 -7.83  -0.34
N 0.01 0.05 -8.33  -0.31
N -2.10 4.68 3.42  -0.35
N 2.25 -0.34 -7.41  -0.35
N -2.34 3.90 6.17  -0.34
C 2.99 -3.87 3.71  -0.28
C -1.92 2.96 7.21  -0.14
C -1.83 -1.47 2.43  -0.47
C 0.78 0.58 -9.45  -0.14
C 1.00 4.59 4.90  -0.15
C 0.46 -3.02 -0.08  -0.08
C 2.33 -2.64 4.51  -0.29
C 2.83 0.50 -6.35  -0.14
C 1.26 -2.79 -2.30  -0.10
C -1.02 -2.91 -7.39  -0.14
C 0.46 -2.68 -9.23  -0.14
C 2.46 -2.94 -1.34  -0.09
C 3.28 -1.25 -7.89  -0.13
C -0.54 -5.13 5.74  -0.39
C -0.71 -4.27 4.38  -0.17
C -0.83 1.12 -7.80  -0.16
C 2.33 -4.19 2.28  -0.20
C -1.79 4.13 2.09  -0.14
C -2.24 -0.65 1.08  -0.07
C -0.09 -2.83 -1.52  -0.06
C -3.48 5.14 3.41  -0.13
C 2.83 -3.18 1.15  -0.16
C -2.79 5.13 6.79  -0.15
C -0.29 -1.20 2.87  -0.23
C -0.53 6.40 4.75  -0.14
H -0.23 1.90 -7.31  0.07
H -0.25 -2.16 -9.89  0.08
H -0.15 -3.13 0.88  0.09
H -1.52 6.79 4.99  0.06
H 1.71 5.27 5.38  0.08
H 1.22 4.55 3.83  0.07
H 2.07 1.17 -5.93  0.07
H 1.37 -0.18 -9.95  0.06
H -1.97 5.69 7.26  0.08
H -0.50 -4.96 3.49  0.07
H 0.33 -3.76 -9.39  0.08
H -4.19 4.34 3.65  0.09
H 0.10 0.98 -10.21  0.09
H -2.68 2.85 7.98  0.08
H -0.34 6.55 3.69  0.08
H 4.27 -0.77 -7.89  0.08
H 3.63 1.13 -6.75  0.08
H 1.33 -2.66 -3.45  0.05
H 1.19 -4.25 2.27  0.07
H -1.85 4.91 1.32  0.08
H -1.83 -4.02 4.33  0.08
H -1.32 -0.24 0.53  0.07
H 4.09 -3.57 3.49  0.10
H -1.53 0.72 -7.05  0.08
H -1.74 1.97 6.79  0.04
H 2.72 -5.24 1.97  0.12
H 3.24 -0.10 -5.53  0.08
H 3.11 -1.52 -8.93  0.05
H -1.10 -3.98 -7.64  0.08
H -0.98 3.30 7.69  0.08
H -1.44 1.59 -8.58  0.08
H -2.84 -1.31 0.35  0.07
H 2.58 -2.79 5.63  0.05
H -2.48 3.32 1.82  0.08
H 1.45 1.40 -9.15  0.08
H 0.17 7.02 5.31  0.09
H 0.44 -1.20 1.99  0.04
H -1.17 -2.76 -1.89  0.07
H 1.47 -2.46 -9.56  0.05
H -3.76 5.57 2.44  0.08
H -1.13 -2.84 -6.31  0.07
H -2.80 -0.18 3.55  0.07
H -0.29 -0.14 3.32  0.06
H 3.57 -2.98 -1.56  0.10
H -3.62 5.96 4.12  0.05
H 3.35 -2.16 -7.29  0.09
H 3.87 -3.47 0.71  0.13
H -1.97 -2.58 2.18  0.12
H 1.18 3.59 5.32  0.08
H 2.99 -2.15 1.66  0.13
H -0.77 3.73 2.06  0.07
H -2.88 0.23 1.40  0.06
H 3.07 -4.82 4.38  0.11
H -3.53 4.92 7.57  0.08
H -1.87 -2.38 -7.85  0.08
H -3.30 5.79 6.09  0.05
H 2.79 -1.64 4.17  0.05

- LUMO energy: 0.048 eV
- Kohn-Sham gap: 0.18522 hartree
- E: -2993.460988 Ha
- Max |F|: 7.7 eV/A
- Charge: -1

***

[4]
Density functional theory data (ωB97M-V/def2-TZVPD) for 4 unconnected molecules or ions with the total composition C25H57FN2O16P6.

Each line ends with the Löwdin charge.
Atoms and positions in Å:
P 4.41 0.82 -6.48  0.64
P 2.02 -2.99 6.10  0.30
P 4.09 1.36 0.71  0.64
P 0.10 -2.56 5.17  0.89
P -2.77 -2.26 3.87  0.72
P -6.58 1.46 -0.01  0.63
F -5.02 -1.83 7.72  -0.07
O 4.73 0.61 -8.11  -0.21
O 2.81 0.62 -6.83  -0.22
O 5.00 1.07 2.05  -0.22
O 3.10 -1.98 5.37  -0.18
O 2.80 0.67 1.10  -0.23
O 4.31 0.72 -4.98  -0.23
O 4.49 2.45 -6.66  -0.21
O 2.07 -2.62 7.70  -0.17
O -6.85 0.29 1.17  -0.21
O -6.56 2.69 -0.87  -0.22
O -5.04 0.93 -0.20  -0.21
O 2.48 -4.37 5.88  -0.32
O -7.33 0.45 -1.09  -0.23
O 5.43 2.00 -0.07  -0.20
O 3.63 2.91 1.06  -0.23
O -2.49 -0.84 4.24  -0.45
N -0.60 -5.68 3.47  0.20
N -3.97 -5.68 4.59  0.21
C 3.79 -1.52 -8.86  -0.07
C -1.10 -3.98 5.46  -0.62
C 2.27 3.31 0.94  -0.31
C -7.60 1.05 -3.41  -0.08
C 5.04 -0.72 -8.56  -0.27
C -4.00 1.64 0.47  -0.29
C -3.88 1.21 1.92  -0.09
C -2.63 -3.49 5.28  -0.48
C -9.24 -0.23 1.26  -0.07
C 5.70 3.12 -6.31  -0.30
C 5.30 2.24 -1.49  -0.27
C 6.72 3.03 -7.44  -0.08
C 6.77 -0.49 1.43  -0.08
C 4.68 3.59 -1.78  -0.07
C -8.06 0.42 1.96  -0.28
C -0.87 -4.99 4.31  -0.30
C -3.39 -4.74 4.81  -0.26
C 5.50 -0.25 2.24  -0.30
C -3.29 -3.03 6.63  -0.14
C -4.32 -1.87 6.50  -0.19
C 1.97 -0.17 -5.99  -0.31
C -0.86 -4.76 6.80  -0.06
C -8.26 0.95 -2.04  -0.31
C 1.12 0.72 -5.10  -0.07
C 1.62 3.38 2.31  -0.07
H -3.86 -3.91 7.01  0.13
H 1.39 -1.97 7.94  0.07
H 5.72 -0.36 3.30  0.12
H 1.32 -0.76 -6.64  0.11
H 7.21 -1.45 1.68  0.08
H -7.87 -0.09 2.90  0.11
H 4.73 1.43 -1.96  0.11
H 5.67 -1.23 -7.82  0.11
H -1.75 -2.64 2.93  0.03
H 1.71 2.65 0.28  0.10
H -10.08 -0.34 1.95  0.08
H -2.56 -2.79 7.43  0.13
H 2.56 -0.87 -5.39  0.10
H 3.29 -1.82 -7.93  0.06
H 0.35 -2.56 3.77  -0.02
H -6.71 1.68 -3.38  0.07
H 0.56 3.67 2.23  0.07
H -4.16 2.72 0.39  0.11
H 3.60 3.57 -1.57  0.06
H 0.48 1.36 -5.72  0.08
H 1.74 1.39 -4.50  0.07
H -8.30 1.46 -4.14  0.08
H 6.11 2.70 -5.38  0.10
H -3.80 0.13 2.00  0.06
H -3.00 1.66 2.38  0.08
H -0.13 -5.57 6.61  0.10
H -7.28 0.06 -3.74  0.08
H 4.03 -2.43 -9.41  0.08
H 6.55 -0.47 0.36  0.07
H -9.09 0.25 -2.09  0.11
H 2.13 4.12 2.93  0.08
H 4.80 3.86 -2.83  0.07
H 4.74 -0.99 1.99  0.11
H 2.26 4.31 0.49  0.11
H 1.68 2.43 2.83  0.07
H 7.49 0.30 1.62  0.08
H 7.05 2.00 -7.58  0.07
H 6.28 3.36 -8.38  0.08
H -3.80 -0.90 6.38  0.11
H 7.59 3.65 -7.21  0.08
H -4.76 1.51 2.49  0.07
H 2.63 -1.35 4.79  0.05
H -3.07 1.41 -0.06  0.12
H -8.97 -1.21 0.86  0.09
H 5.12 4.37 -1.15  0.09
H -8.66 1.92 -1.73  0.10
H -1.81 -5.19 7.20  0.10
H -9.58 0.38 0.42  0.06
H -8.26 1.47 2.18  0.11
H 0.49 0.12 -4.44  0.08
H 6.31 2.21 -1.90  0.12
H 3.08 -0.93 -9.43  0.09
H -0.41 -4.06 7.53  0.07
H 5.63 -0.62 -9.47  0.12
H -3.99 -2.44 3.16  0.05
H 5.44 4.16 -6.13  0.12
H -5.08 -2.04 5.71  0.12

- LUMO energy: -1.016 eV
- Kohn-Sham gap: 0.31683 hartree
- E: -4448.132035 Ha
- Max |F|: 8.5 eV/A
- Charge: 0

***

[5]
Density functional theory data (ωB97M-V/def2-TZVPD) for a molecular structure, C25H58AuN2O2Si3.

Each line ends with the Löwdin spin population.
Atoms and positions in Å:
Au -0.29 0.30 0.96  0.35
Si 3.33 0.53 0.22  0.02
Si -3.53 0.08 0.71  0.06
Si -0.53 1.85 4.24  0.05
O 0.59 0.73 -3.65  0.00
O -0.56 -1.01 -2.47  0.00
N -0.48 0.30 3.47  0.51
N 0.53 -1.52 2.61  0.11
C -0.82 2.47 -4.65  0.00
C -0.71 3.27 3.02  0.00
C -3.06 1.79 0.08  0.02
C 0.86 -2.75 5.06  -0.01
C -4.72 -0.75 -0.50  0.02
C 4.08 0.33 1.93  0.00
C 1.90 0.45 -4.25  0.00
C 1.12 2.02 5.11  0.02
C -1.89 -0.82 -3.11  0.00
C 0.09 -0.88 3.72  0.02
C -1.99 -0.96 1.01  0.34
C -0.55 -3.46 -2.29  0.00
C -1.96 1.88 5.45  0.02
C 1.31 -3.37 3.89  0.17
C 1.10 -2.71 2.66  0.01
C 0.23 -1.51 5.00  0.16
C -4.32 0.17 2.41  0.00
C 1.53 0.16 -0.16  0.08
C 1.85 0.70 -5.74  0.00
C -1.84 -1.04 -4.60  0.00
C 4.32 -0.66 -0.88  0.01
C 0.08 2.12 -3.49  0.00
C 0.17 -2.25 -2.83  0.00
C 1.54 -3.30 1.35  0.00
C 3.64 2.30 -0.32  0.00
H -1.17 3.49 -4.52  0.00
H 1.94 -4.31 1.50  0.00
H 0.10 -0.09 -2.95  0.00
H 2.32 -2.68 0.89  0.00
H 0.11 3.29 2.29  0.00
H -5.73 -0.35 -0.34  0.00
H 0.04 -4.34 -2.57  0.00
H 5.18 0.26 1.84  0.00
H -1.92 2.80 6.05  0.00
H -1.66 3.26 2.46  0.00
H 1.44 -0.92 -0.41  0.00
H -3.64 0.62 3.15  0.00
H -2.94 1.84 4.95  0.00
H -0.62 -3.44 -1.19  0.00
H -2.02 -1.52 1.97  0.02
H 4.71 2.46 -0.55  0.00
H 1.20 0.75 -1.03  0.00
H 1.00 -3.25 6.03  0.00
H 0.70 -3.36 0.65  0.00
H 1.79 1.77 -5.97  0.00
H -4.75 -1.84 -0.33  0.00
H -4.57 -0.85 2.74  0.00
H -3.50 2.56 0.73  0.00
H -2.19 0.20 -2.84  0.00
H -5.25 0.76 2.38  0.00
H -4.44 -0.57 -1.55  0.00
H 0.96 2.77 -3.41  0.00
H -2.57 -1.52 -2.60  0.00
H -0.28 2.40 -5.60  0.00
H 2.11 -0.60 -4.02  0.00
H -0.67 4.22 3.58  0.00
H 3.06 2.54 -1.22  0.00
H -0.45 2.12 -2.53  0.00
H 1.17 -2.13 -2.40  0.00
H 0.26 -2.28 -3.93  0.00
H 4.01 -1.70 -0.73  0.00
H 1.94 2.01 4.38  0.00
H 3.73 -0.58 2.43  0.00
H -2.80 -0.73 -5.03  0.00
H -1.90 1.03 6.14  0.00
H -3.42 1.94 -0.94  0.00
H 1.82 -4.33 3.88  0.01
H 2.76 0.31 -6.19  0.00
H -1.55 -3.57 -2.73  0.00
H 3.36 3.00 0.48  0.00
H 1.00 0.17 -6.20  0.00
H -1.70 1.81 -4.68  0.00
H 5.39 -0.60 -0.64  0.00
H -1.68 -1.67 0.22  0.02
H 3.87 1.20 2.57  0.00
H 4.22 -0.42 -1.94  0.00
H 1.28 1.19 5.81  0.00
H 2.64 1.08 -3.74  0.00
H 1.17 2.96 5.67  0.00
H -1.70 -2.10 -4.85  0.00
H -1.96 1.93 0.08  0.01
H -1.05 -0.45 -5.08  0.00
H -0.18 -1.00 5.88  0.01

- LUMO energy (spin up / spin down): -1.817 / -4.343 eV
- Multiplicity: 3
- Kohn-Sham gap (spin up / spin down): 0.28167 / 0.19189 hartree
- ⟨S²⟩: 2.05
- E: -2251.229766 Ha
- Max |F|: 1.1 eV/A
- ΔE to the lowest compared entry with this formula, charge and spin: 56.5 kJ/mol
- Charge: +1

***

Question: What is the max |F| in the fourth record?
Answer: 8.5 eV/A